5 unconnected molecules or ions with the total composition C20H28N6O2, computed with ωB97M-V with the def2-TZVPD basis set.

```
56
Properties=species:S:1:pos:R:3:mulliken_charge:R:1
C -0.367 -2.112 0.771 -0.616
O 0.988 -2.535 0.800 -0.456
C 1.462 -2.750 2.100 0.529
C 0.916 -4.024 2.761 -0.879
N -0.106 -3.697 3.756 -0.521
N 2.935 -2.848 1.990 -0.628
C 3.533 -1.862 1.599 0.686
O 4.149 -0.960 1.200 -0.458
H -0.460 -1.076 1.115 0.234
H -0.703 -2.172 -0.262 0.227
H -1.012 -2.737 1.392 0.338
H 1.208 -1.895 2.741 0.332
H 0.451 -4.631 1.983 0.371
H 1.759 -4.585 3.168 0.369
H -0.770 -4.451 3.863 0.216
H 0.301 -3.506 4.662 0.212
C -3.178 0.446 -1.953 0.186
C -3.509 1.349 -0.905 -0.862
C -2.339 1.694 -0.282 -0.238
N -1.321 1.037 -0.912 0.158
C -1.820 0.272 -1.930 -0.913
H -3.857 -0.032 -2.639 0.346
H -4.492 1.699 -0.637 0.400
H -2.138 2.335 0.559 0.280
H -0.353 1.101 -0.653 0.208
H -1.173 -0.329 -2.546 0.456
C 1.389 2.606 2.225 -0.089
C 0.336 3.361 1.641 -0.716
C -0.430 3.857 2.664 -0.605
N 0.119 3.426 3.840 0.026
C 1.227 2.665 3.583 -0.834
H 2.181 2.091 1.705 0.559
H 0.165 3.527 0.590 0.652
H -1.312 4.474 2.653 0.414
H -0.237 3.638 4.753 0.177
H 1.804 2.237 4.384 0.407
C 4.927 3.521 0.724 -0.332
C 5.370 4.431 -0.275 -0.498
C 5.654 3.697 -1.396 -0.497
N 5.405 2.382 -1.109 0.013
C 4.962 2.265 0.180 -0.527
H 4.608 3.764 1.724 0.417
H 5.462 5.500 -0.184 0.390
H 6.011 3.997 -2.366 0.381
H 5.529 1.618 -1.746 0.193
H 4.701 1.307 0.594 0.503
C -4.127 -3.844 -4.938 -0.396
C -5.128 -3.773 -3.931 -0.381
C -5.493 -2.459 -3.810 -0.489
N -4.752 -1.736 -4.704 -0.004
C -3.917 -2.571 -5.395 -0.521
H -3.620 -4.728 -5.286 0.397
H -5.532 -4.593 -3.361 0.409
H -6.210 -1.981 -3.166 0.374
H -4.809 -0.742 -4.832 0.227
H -3.249 -2.190 -6.149 0.377
```

Properties
Energy relative to the best compared isomer or geometry (same formula, charge and spin), kcal/mol: 75.4
HOMO-LUMO gap, eV: 8.76
Total charge: 0
SMILES: CO[C@@H](CN)N=C=O.c1cc[nH]c1.c1cc[nH]c1.c1cc[nH]c1.c1cc[nH]c1

---

A molecular structure, C20H28NO2PtS at a distorted geometry, computed with ωB97M-V with the def2-TZVPD basis set.

```
53
Properties=species:S:1:pos:R:3:lowdin_spin:R:1
O -0.065 0.082 -2.923 0.000
C 0.064 1.344 -3.640 0.000
C 0.145 0.728 -5.021 0.000
H 1.008 1.857 -3.448 0.000
H -0.783 2.004 -3.432 0.000
C 0.142 -0.598 -4.210 0.000
H 1.095 0.916 -5.544 0.000
H -0.744 0.925 -5.635 0.000
C 1.493 -1.294 -4.172 0.000
H 2.265 -0.593 -3.821 0.000
H 1.762 -1.670 -5.171 0.000
H 1.438 -2.147 -3.484 0.000
C -0.985 -1.528 -4.630 0.000
H -1.956 -1.032 -4.563 0.000
H -0.977 -2.420 -4.001 0.000
H -0.838 -1.852 -5.668 0.000
Pt -0.428 -0.185 2.371 0.659
C -2.383 -0.933 4.020 0.031
C -2.313 0.476 4.023 0.144
C -2.412 0.941 2.657 0.031
H -2.273 1.127 4.901 0.008
C -2.600 -0.218 1.803 0.016
C -2.470 -1.391 2.654 0.189
H -2.615 -2.408 2.324 0.009
H -2.422 -1.584 4.894 0.001
H -2.539 1.974 2.326 0.001
H -2.918 -0.208 0.767 0.000
C 0.925 -2.440 4.431 0.019
C -0.008 -2.958 3.501 0.296
C 0.188 -2.308 2.230 0.087
H -0.674 -3.804 3.665 0.016
C 1.337 -1.355 2.410 0.017
C 1.740 -1.484 3.809 0.300
H 2.631 -1.022 4.235 0.015
H 1.031 -2.803 5.462 -0.005
H -0.128 -2.668 1.252 0.003
H 1.957 -1.084 1.559 0.001
O 2.078 1.562 -1.620 0.000
C 1.273 0.754 -0.712 -0.001
C -0.111 1.418 -0.556 -0.002
H 1.757 0.716 0.293 0.000
H 1.221 -0.252 -1.126 0.000
C 0.235 2.909 -0.717 0.000
H -0.546 1.200 0.440 -0.002
H -0.819 1.073 -1.311 0.000
C 1.713 2.939 -1.224 0.000
H 0.202 3.332 0.297 0.000
H -0.487 3.439 -1.354 0.000
H 2.429 3.246 -0.423 0.000
H 1.895 3.575 -2.115 0.000
S 0.936 1.580 3.270 0.106
C 0.827 1.209 4.896 0.026
N 0.705 0.912 6.032 0.034
```

Properties
Energy relative to the best compared isomer or geometry (same formula, charge and spin), kcal/mol: 0.0
HOMO-LUMO gap (alpha / beta), eV: 4.81 / 5.98
Spin multiplicity: 3
Total charge: -1

---

2 unconnected molecules or ions with the total composition C20H28NO6S2, computed with ωB97M-V with the def2-TZVPD basis set.

```
57
Properties=species:S:1:pos:R:3:mulliken_charge:R:1
C -2.587 2.354 2.863 -1.666
C -1.968 1.279 2.005 0.702
C -1.952 -0.042 2.764 -1.057
O -0.744 -0.764 2.468 -0.070
C -0.697 -2.001 2.971 0.373
O -1.490 -2.427 3.761 -0.570
C 0.458 -2.805 2.464 -0.385
S 1.672 -3.180 3.771 -0.123
C 2.397 -1.575 3.981 -0.299
C 3.717 -1.309 3.549 -0.526
C 4.250 -0.068 3.705 -0.819
C 3.506 0.973 4.297 0.764
C 4.002 2.263 4.454 -0.571
N 3.260 3.205 5.019 0.011
C 2.000 2.978 5.486 -0.620
C 1.446 1.745 5.369 -0.585
C 2.192 0.704 4.760 0.968
C 1.667 -0.589 4.593 -0.646
O -2.816 1.201 0.832 -0.391
C -2.170 1.008 -0.353 0.246
O -2.150 1.849 -1.184 -0.489
C -1.527 -0.343 -0.557 -0.165
S -1.549 -0.734 -2.309 -0.094
H -2.024 2.458 3.788 0.376
H -3.610 2.089 3.108 0.360
H -2.610 3.296 2.333 0.406
H -0.969 1.584 1.701 0.363
H -2.023 0.152 3.827 0.569
H -2.806 -0.623 2.440 0.474
H 0.964 -2.281 1.661 0.221
H 0.111 -3.771 2.125 0.474
H 4.285 -2.101 3.093 0.503
H 5.256 0.117 3.358 0.423
H 4.991 2.539 4.126 0.435
H 3.622 4.144 5.121 0.287
H 1.462 3.786 5.946 0.426
H 0.453 1.523 5.718 0.510
H 0.677 -0.799 4.962 0.646
H -2.052 -1.066 0.058 0.234
H -0.521 -0.277 -0.148 0.199
H -0.972 -1.943 -2.332 0.135
C 0.260 0.512 -8.096 -0.678
O -0.678 -0.407 -8.624 -0.373
C -0.479 -1.738 -8.178 -0.500
C -1.447 -2.113 -7.079 -0.578
O -1.216 -1.364 -5.894 -0.262
C -2.128 -0.290 -5.721 -0.811
H -0.093 1.515 -8.332 0.246
H 0.352 0.416 -7.011 0.268
H 1.243 0.369 -8.558 0.326
H 0.552 -1.881 -7.838 0.327
H -0.646 -2.398 -9.035 0.371
H -1.308 -3.170 -6.831 0.373
H -2.477 -1.980 -7.422 0.352
H -3.115 -0.671 -5.438 0.317
H -2.219 0.318 -6.623 0.393
H -1.751 0.334 -4.915 0.197
```

Properties
HOMO-LUMO gap, eV: 5.42
Total charge: +1

---

Question: Which of these has the lowest total charge?
Answer: C20H28NO2PtS

---

Question: What is the total charge in the third record?
Answer: +1

---

Question: Which value of total charge does entry 3 give?
Answer: +1